## one
{
  "formula": "C6H11O5",
  "method": "ωB97M-V/def2-TZVPD",
  "homo_ev": [-9.56, -9.49],
  "spin_multiplicity": 2,
  "total_charge": 0,
  "gap_ev": [6.214, 6.404],
  "species": ["C", "C", "C", "C", "O", "C", "O", "C", "O", "O", "O", "H", "H", "H", "H", "H", "H", "H", "H", "H", "H", "H"],
  "coordinates": [[-1.47, 2.05, 0.49], [-1.26, 0.77, 1.27], [-0.11, -0.09, 0.55], [-0.02, -1.41, 1.35], [1.15, 0.74, 0.66], [2.15, 0.06, 0.06], [2.20, -1.14, -0.18], [3.32, 0.97, -0.16], [-0.31, -0.30, -0.71], [-2.16, -1.16, -0.86], [-2.95, -0.25, -0.91], [-2.27, 2.63, 0.95], [-0.55, 2.65, 0.50], [-1.75, 1.82, -0.55], [-1.01, 1.00, 2.32], [-2.20, 0.21, 1.31], [0.73, -2.01, 0.83], [0.31, -1.26, 2.40], [-0.98, -1.95, 1.33], [3.30, 1.86, 0.47], [4.22, 0.39, 0.01], [3.32, 1.25, -1.22]]
}



## two
{
  "formula": "C6H11O5",
  "method": "ωB97M-V/def2-TZVPD",
  "homo_ev": [-9.44, -8.99],
  "spin_multiplicity": 2,
  "total_charge": 0,
  "gap_ev": [8.149, 8.101],
  "species": ["C", "C", "O", "C", "C", "C", "C", "O", "O", "O", "O", "H", "H", "H", "H", "H", "H", "H", "H", "H", "H", "H"],
  "coordinates": [[2.58, 0.25, 1.02], [1.68, -0.61, 0.20], [1.97, -1.53, -0.52], [0.03, -0.26, 0.45], [-0.64, -0.21, -0.96], [-1.00, -1.60, -1.44], [-1.87, 0.69, -0.93], [0.41, 0.39, -1.73], [-0.23, -1.13, 1.33], [-1.02, 2.37, 4.67], [-0.88, 2.11, 3.46], [2.40, 1.31, 0.83], [2.44, 0.03, 2.09], [3.62, 0.03, 0.75], [0.22, 0.77, 0.83], [-1.72, -2.03, -0.74], [-1.44, -1.57, -2.44], [-0.11, -2.24, -1.45], [-2.59, 0.30, -0.20], [-1.61, 1.71, -0.64], [-2.36, 0.71, -1.92], [0.12, 0.51, -2.65]]
}



Most stable to least stable: two, one



## one
{
  "formula": "CH6N4",
  "method": "ωB97M-V/def2-TZVPD",
  "homo_ev": -8.46,
  "spin_multiplicity": 1,
  "total_charge": 0,
  "gap_ev": 8.759,
  "species": ["C", "H", "H", "H", "H", "H", "H", "N", "N", "N", "N"],
  "coordinates": [[-0.28, 0.44, -0.11], [2.87, -0.32, -0.42], [1.96, -0.91, 0.77], [1.50, 0.98, 1.00], [-0.51, 1.48, -0.22], [-2.28, 0.24, -1.32], [-3.03, -1.12, 0.67], [1.83, -0.73, -0.23], [1.18, 0.57, -0.05], [-1.00, -0.60, -0.12], [-2.25, -0.03, 0.02]]
}



## two
{
  "formula": "CH6N4",
  "method": "ωB97M-V/def2-TZVPD",
  "homo_ev": -8.41,
  "spin_multiplicity": 1,
  "total_charge": 0,
  "gap_ev": 9.170,
  "species": ["C", "H", "H", "H", "H", "H", "H", "N", "N", "N", "N"],
  "coordinates": [[-0.13, 0.71, 0.01], [2.41, 0.03, 0.86], [2.07, 0.83, -0.63], [0.37, -1.08, -0.81], [0.31, 1.76, 0.10], [-1.18, -1.50, 0.13], [-3.09, -0.33, 0.54], [2.05, -0.13, -0.11], [0.67, -0.51, 0.11], [-1.42, 0.68, -0.07], [-2.05, -0.47, -0.12]]
}



Most stable to least stable: two, one



## one
{
  "formula": "C5H6F4O2S",
  "method": "ωB97M-V/def2-TZVPD",
  "homo_ev": -8.99,
  "spin_multiplicity": 1,
  "total_charge": 0,
  "gap_ev": 9.429,
  "smiles": "C[C@@]1(F)O[S@](=O)(=CF)CC1(F)F",
  "species": ["C", "C", "F", "O", "S", "O", "C", "F", "C", "C", "F", "F", "H", "H", "H", "H", "H", "H"],
  "coordinates": [[0.75, 2.11, 1.19], [0.03, 1.07, 0.30], [-0.80, 1.89, -0.55], [0.80, 0.40, -0.61], [0.52, -1.20, -0.76], [1.12, -1.94, 0.26], [1.24, -1.59, -2.33], [1.19, -2.96, -2.58], [-1.24, -1.07, -0.03], [-1.04, 0.09, 0.91], [-2.18, 0.68, 1.23], [-0.54, -0.36, 2.13], [0.10, 2.51, 1.87], [1.41, 2.76, 0.50], [1.40, 1.44, 1.76], [0.61, -0.90, -3.05], [-1.33, -2.15, 0.40], [-2.04, -0.78, -0.66]]
}



## two
{
  "formula": "C5H6F4O2S",
  "method": "ωB97M-V/def2-TZVPD",
  "homo_ev": [-9.61, -9.23],
  "spin_multiplicity": 1,
  "total_charge": 0,
  "gap_ev": [8.929, 8.248],
  "species": ["C", "C", "C", "C", "C", "O", "O", "F", "F", "F", "F", "S", "H", "H", "H", "H", "H", "H"],
  "coordinates": [[-1.48, -0.03, -0.87], [-0.31, -0.08, 1.68], [0.95, -0.37, -0.47], [-0.09, 0.47, -1.09], [2.37, -0.18, -0.16], [-2.23, 1.51, 1.08], [-2.94, -0.77, 1.32], [-0.17, -1.33, 2.18], [0.70, -1.62, -0.72], [0.18, 0.54, -2.49], [0.06, 1.79, -0.74], [-1.94, 0.14, 0.91], [-2.06, 0.64, -1.43], [-1.41, -1.02, -1.21], [0.23, 0.83, 2.07], [3.04, -0.61, -0.90], [2.41, -0.79, 0.74], [2.68, 0.89, 0.10]]
}



Most stable to least stable: two, one



## one
{
  "formula": "C4H10O3",
  "method": "ωB97M-V/def2-TZVPD",
  "homo_ev": [-0.61, -2.32],
  "spin_multiplicity": 2,
  "total_charge": -1,
  "gap_ev": [3.825, 5.527],
  "species": ["C", "C", "O", "C", "C", "H", "H", "H", "H", "H", "H", "H", "H", "O", "H", "H", "O"],
  "coordinates": [[1.01, -1.73, 1.65], [0.32, -1.32, 0.56], [1.01, -0.36, -0.27], [-1.12, -1.33, 0.42], [-1.77, -1.45, -0.83], [1.84, -1.14, 2.03], [0.51, -2.46, 2.28], [0.91, 0.51, 0.13], [-1.65, -1.01, 1.31], [-1.33, -1.02, -1.74], [-2.53, -2.17, -1.15], [0.94, 2.29, 0.90], [0.37, 3.72, 1.25], [0.42, 2.81, 1.53], [0.48, 1.23, -3.43], [-0.06, 1.68, -2.00], [0.65, 1.75, -2.64]]
}



## two
{
  "formula": "C4H10O3",
  "method": "ωB97M-V/def2-TZVPD",
  "homo_ev": [-3.89, -3.89],
  "spin_multiplicity": 2,
  "total_charge": -1,
  "gap_ev": [7.794, 6.939],
  "species": ["C", "C", "C", "C", "O", "H", "H", "H", "H", "H", "H", "H", "H", "O", "H", "H", "O"],
  "coordinates": [[-2.75, 0.40, 0.55], [-1.41, 0.57, 0.82], [-0.46, -0.31, 1.34], [0.90, 0.21, 1.59], [1.63, 0.57, 0.43], [-3.19, -0.55, 0.74], [-3.34, 1.24, 0.18], [-0.96, 1.49, 0.49], [-0.75, -1.34, 1.55], [0.80, 1.13, 2.21], [1.48, -0.54, 2.21], [1.56, -0.11, -0.32], [2.81, -1.51, -2.46], [2.31, -1.07, -1.77], [1.19, -0.39, -2.17], [-0.12, 0.03, -3.11], [0.31, 0.17, -2.26]]
}



Most stable to least stable: two, one